Below is the molecule CH4O2P2 at a distorted geometry, with properties calculated with ωB97M-V with the def2-TZVPD basis set.

ORCA input file:
```
! wB97M-V def2-TZVPD RIJCOSX def2/J DEFGRID3
* xyz 0 3
P 0.85424 2.71174 1.04349
P 0.43665 0.56365 -1.04153
O -0.42201 1.75878 1.40931
O 0.72815 3.97984 1.73493
C -0.38853 0.40779 0.64226
H 1.90023 0.58266 -0.66504
H 0.36552 -0.92980 -1.23381
H -0.10539 -0.19130 1.52216
H -1.40917 0.24371 0.25049
*
```

## Properties
**Energy**: -23770.179 eV
**F_max**: 3.71 eV/Å
**HOMO energy (spin up / spin down)**: -6.740 / -10.582 eV
**Frontier orbital gap (spin up / spin down)**: 7.40 / 7.21 eV
**Expectation value of S²**: 2.01